The following is a quantum chemistry calculation of 3 unconnected molecules or ions with the total composition C22H41ClNO7S2 at a distorted geometry, from the OMol25 dataset.

CARTESIAN COORDINATES (ANGSTROEM)
C  2.65  0.08  0.89
C  1.77  0.30  -0.37
O  0.38  0.42  -0.09
C  -0.04  1.78  0.03
C  -1.18  1.96  1.05
C  -1.24  3.50  1.34
C  -0.04  4.05  2.10
O  0.84  4.52  1.54
Cl  0.06  4.02  3.89
C  -2.53  1.55  0.40
C  -3.67  1.15  1.36
C  -4.40  2.35  2.01
C  -4.74  0.44  0.49
N  -3.28  0.22  2.47
O  -3.98  -0.85  2.54
C  -1.83  -0.08  2.53
C  -1.56  -0.60  3.98
C  -1.43  -1.27  1.61
C  -0.93  1.15  2.37
H  3.53  0.75  0.93
H  3.04  -0.94  0.97
H  2.08  0.27  1.81
H  1.88  -0.60  -0.98
H  2.14  1.12  -1.01
H  -0.39  2.12  -0.96
H  0.85  2.38  0.28
H  -2.20  3.78  1.78
H  -1.21  3.99  0.35
H  -2.90  2.44  -0.15
H  -2.40  0.77  -0.37
H  -5.31  2.00  2.50
H  -4.60  3.14  1.29
H  -3.79  2.78  2.82
H  -5.68  0.28  1.02
H  -4.34  -0.47  0.04
H  -4.93  1.12  -0.36
H  -0.54  -1.02  3.96
H  -2.23  -1.42  4.25
H  -1.55  0.22  4.70
H  -1.90  -2.20  1.95
H  -0.34  -1.33  1.58
H  -1.83  -1.07  0.61
H  0.13  0.91  2.48
H  -1.18  1.83  3.20
C  2.12  1.94  -6.02
C  0.69  2.41  -5.77
C  0.26  1.89  -4.39
S  1.77  1.74  -3.43
O  1.99  0.35  -3.15
O  1.78  2.75  -2.40
C  2.89  2.24  -4.73
H  2.57  2.44  -6.88
H  2.13  0.86  -6.21
H  0.66  3.51  -5.78
H  0.01  2.06  -6.55
H  -0.42  2.58  -3.89
H  -0.19  0.91  -4.46
H  3.82  1.69  -4.64
H  3.07  3.31  -4.62
C  2.77  -5.73  -0.38
C  1.96  -6.31  0.77
C  2.17  -5.40  1.99
S  2.52  -3.77  1.34
O  3.87  -3.41  1.68
O  1.41  -2.90  1.62
C  2.47  -4.23  -0.39
H  2.51  -6.19  -1.34
H  3.84  -5.89  -0.21
H  0.90  -6.33  0.50
H  2.25  -7.34  1.00
H  1.28  -5.36  2.62
H  3.03  -5.72  2.58
H  3.20  -3.64  -0.94
H  1.47  -4.03  -0.76

## Properties
- spin multiplicity = 2
- gap between HOMO and LUMO (alpha / beta) (eV) = 8.49 / 9.51
- total energy (eV) = -73491.2337
- net charge = 0

=====

The following is a quantum chemistry calculation of a molecular structure, C22H41GeN2O11PS3V at a distorted geometry, from the OMol25 dataset.

CARTESIAN COORDINATES (ANGSTROEM)
V  0.13  -0.39  0.13
C  1.81  -1.93  5.68
C  0.35  -1.67  5.31
N  0.12  -0.30  4.88
C  -0.21  0.66  5.91
C  -1.72  0.85  6.07
C  0.22  0.07  3.57
S  0.80  -1.07  2.46
N  -0.09  1.37  3.37
C  -0.31  1.83  2.15
O  -0.39  1.19  1.08
C  -0.68  3.26  2.04
C  -0.31  4.18  3.03
C  -0.65  5.52  2.88
C  -1.36  5.94  1.77
C  -1.75  5.02  0.80
C  -1.41  3.68  0.93
H  1.93  -2.96  6.03
H  2.14  -1.26  6.47
H  2.44  -1.79  4.80
H  -0.30  -1.86  6.16
H  0.05  -2.34  4.50
H  0.26  1.61  5.67
H  0.22  0.29  6.85
H  -2.14  1.21  5.14
H  -1.94  1.57  6.87
H  -2.21  -0.10  6.32
H  0.24  3.82  3.89
H  -0.35  6.23  3.64
H  -1.63  6.98  1.66
H  -2.32  5.34  -0.06
H  -1.72  2.94  0.21
O  -3.20  -1.28  -1.51
S  -2.79  -0.45  -0.34
O  -3.93  -0.27  0.53
O  -2.17  0.80  -0.79
O  -1.69  -1.23  0.40
C  -1.73  1.26  -3.90
Ge  0.21  1.45  -3.72
C  0.62  3.21  -4.59
C  1.20  0.18  -4.85
C  0.83  1.71  -1.87
H  -1.97  0.90  -4.90
H  -2.20  2.24  -3.77
H  -2.12  0.59  -3.14
H  0.31  3.20  -5.64
H  1.69  3.43  -4.55
H  0.09  4.03  -4.09
H  0.63  -0.01  -5.77
H  1.37  -0.75  -4.32
H  2.16  0.61  -5.12
H  -0.05  1.97  -1.28
H  1.50  2.58  -1.87
C  -1.68  -3.53  -1.51
P  -1.12  -2.27  -2.69
C  -2.30  -2.16  -4.08
C  0.19  -3.27  -3.57
O  -0.41  -1.04  -2.25
H  -1.91  -4.43  -2.08
H  -2.55  -3.20  -0.94
H  -0.87  -3.73  -0.81
H  -2.44  -3.17  -4.48
H  -1.82  -1.55  -4.85
H  -3.25  -1.72  -3.79
H  -0.04  -4.34  -3.63
H  1.12  -3.13  -3.03
H  0.32  -2.90  -4.59
C  2.56  -4.13  -1.18
S  1.87  -3.35  0.27
O  0.99  -4.34  0.85
O  3.02  -2.97  1.07
O  1.14  -2.19  -0.32
H  3.28  -4.87  -0.83
H  3.06  -3.38  -1.78
H  1.76  -4.61  -1.75
C  3.57  -0.62  -1.56
O  2.37  -0.10  -2.10
C  1.56  0.58  -1.19
O  1.95  0.64  0.02
H  4.05  -1.18  -2.37
H  3.39  -1.28  -0.71
H  4.24  0.18  -1.23

## Properties
- spin multiplicity = 2
- gap between HOMO and LUMO (alpha / beta) (eV) = 6.83 / 5.51
- total energy (eV) = -172986.5954
- energy above the lowest of the compared OMol25 structures with the same formula, charge and spin (kcal per mole) = 0.00
- net charge = -2

=====

The following is a quantum chemistry calculation of 5 unconnected molecules or ions with the total composition C22H41IO15, from the OMol25 dataset.

CARTESIAN COORDINATES (ANGSTROEM)
C  -5.67  3.31  -2.94
C  -4.97  3.11  -1.84
O  -4.99  1.84  -1.25
C  -3.84  1.16  -1.45
O  -2.76  1.65  -1.52
O  -4.13  -0.14  -1.49
C  -3.02  -1.00  -1.74
C  -3.30  -2.45  -1.29
C  -2.79  -3.42  -2.35
I  -5.36  -2.83  -0.82
H  -6.45  2.61  -3.23
H  -5.48  4.14  -3.60
H  -4.45  3.87  -1.27
H  -2.84  -1.00  -2.82
H  -2.15  -0.65  -1.19
H  -2.77  -2.62  -0.35
H  -1.71  -3.26  -2.46
H  -3.27  -3.26  -3.31
H  -2.92  -4.46  -2.02
C  -0.43  -4.83  -8.05
C  0.15  -3.45  -7.86
O  -0.75  -2.43  -8.30
C  -1.75  -2.14  -7.47
O  -1.94  -2.64  -6.39
O  -2.51  -1.20  -8.04
C  -3.66  -0.83  -7.27
H  -0.74  -4.98  -9.08
H  0.31  -5.59  -7.79
H  -1.30  -4.98  -7.41
H  1.04  -3.32  -8.47
H  0.43  -3.27  -6.82
H  -3.38  -0.55  -6.26
H  -4.38  -1.65  -7.25
H  -4.10  0.02  -7.78
C  -1.19  1.79  0.85
C  -0.05  1.10  1.56
O  0.24  1.70  2.84
C  -0.59  1.36  3.82
O  -1.51  0.59  3.76
O  -0.21  2.02  4.93
C  -1.06  1.81  6.06
H  -1.00  2.86  0.77
H  -1.32  1.38  -0.15
H  -2.13  1.66  1.40
H  0.87  1.21  0.98
H  -0.24  0.04  1.69
H  -1.19  0.75  6.26
H  -2.03  2.28  5.89
H  -0.57  2.28  6.90
C  3.82  2.67  -4.23
C  4.93  1.97  -3.47
O  5.20  2.60  -2.21
C  4.33  2.31  -1.24
O  3.39  1.56  -1.32
O  4.69  2.98  -0.14
C  3.81  2.80  0.97
H  4.05  3.73  -4.33
H  3.71  2.23  -5.22
H  2.87  2.57  -3.70
H  5.87  2.04  -4.02
H  4.71  0.91  -3.32
H  3.66  1.75  1.18
H  2.85  3.28  0.76
H  4.28  3.28  1.82
C  4.46  -1.32  10.66
C  3.06  -1.82  10.41
O  2.30  -0.90  9.61
C  2.56  -0.93  8.31
O  3.34  -1.66  7.75
O  1.80  0.00  7.71
C  2.01  0.12  6.30
H  4.44  -0.32  11.10
H  4.98  -1.99  11.35
H  5.03  -1.27  9.74
H  2.51  -1.90  11.35
H  3.06  -2.80  9.94
H  1.92  -0.84  5.81
H  2.99  0.54  6.10
H  1.24  0.80  5.94

## Properties
- spin multiplicity = 1
- gap between HOMO and LUMO (eV) = 9.75
- SMILES string = C=COC(=O)OC[C@H](C)I.CCOC(=O)OC.CCOC(=O)OC.CCOC(=O)OC.CCOC(=O)OC
- total energy (eV) = -62291.8250
- net charge = 0

=====

Copy entry 2 word for word.
The following is a quantum chemistry calculation of a molecular structure, C22H41GeN2O11PS3V at a distorted geometry, from the OMol25 dataset.

CARTESIAN COORDINATES (ANGSTROEM)
V  0.13  -0.39  0.13
C  1.81  -1.93  5.68
C  0.35  -1.67  5.31
N  0.12  -0.30  4.88
C  -0.21  0.66  5.91
C  -1.72  0.85  6.07
C  0.22  0.07  3.57
S  0.80  -1.07  2.46
N  -0.09  1.37  3.37
C  -0.31  1.83  2.15
O  -0.39  1.19  1.08
C  -0.68  3.26  2.04
C  -0.31  4.18  3.03
C  -0.65  5.52  2.88
C  -1.36  5.94  1.77
C  -1.75  5.02  0.80
C  -1.41  3.68  0.93
H  1.93  -2.96  6.03
H  2.14  -1.26  6.47
H  2.44  -1.79  4.80
H  -0.30  -1.86  6.16
H  0.05  -2.34  4.50
H  0.26  1.61  5.67
H  0.22  0.29  6.85
H  -2.14  1.21  5.14
H  -1.94  1.57  6.87
H  -2.21  -0.10  6.32
H  0.24  3.82  3.89
H  -0.35  6.23  3.64
H  -1.63  6.98  1.66
H  -2.32  5.34  -0.06
H  -1.72  2.94  0.21
O  -3.20  -1.28  -1.51
S  -2.79  -0.45  -0.34
O  -3.93  -0.27  0.53
O  -2.17  0.80  -0.79
O  -1.69  -1.23  0.40
C  -1.73  1.26  -3.90
Ge  0.21  1.45  -3.72
C  0.62  3.21  -4.59
C  1.20  0.18  -4.85
C  0.83  1.71  -1.87
H  -1.97  0.90  -4.90
H  -2.20  2.24  -3.77
H  -2.12  0.59  -3.14
H  0.31  3.20  -5.64
H  1.69  3.43  -4.55
H  0.09  4.03  -4.09
H  0.63  -0.01  -5.77
H  1.37  -0.75  -4.32
H  2.16  0.61  -5.12
H  -0.05  1.97  -1.28
H  1.50  2.58  -1.87
C  -1.68  -3.53  -1.51
P  -1.12  -2.27  -2.69
C  -2.30  -2.16  -4.08
C  0.19  -3.27  -3.57
O  -0.41  -1.04  -2.25
H  -1.91  -4.43  -2.08
H  -2.55  -3.20  -0.94
H  -0.87  -3.73  -0.81
H  -2.44  -3.17  -4.48
H  -1.82  -1.55  -4.85
H  -3.25  -1.72  -3.79
H  -0.04  -4.34  -3.63
H  1.12  -3.13  -3.03
H  0.32  -2.90  -4.59
C  2.56  -4.13  -1.18
S  1.87  -3.35  0.27
O  0.99  -4.34  0.85
O  3.02  -2.97  1.07
O  1.14  -2.19  -0.32
H  3.28  -4.87  -0.83
H  3.06  -3.38  -1.78
H  1.76  -4.61  -1.75
C  3.57  -0.62  -1.56
O  2.37  -0.10  -2.10
C  1.56  0.58  -1.19
O  1.95  0.64  0.02
H  4.05  -1.18  -2.37
H  3.39  -1.28  -0.71
H  4.24  0.18  -1.23

## Properties
- spin multiplicity = 2
- gap between HOMO and LUMO (alpha / beta) (eV) = 6.83 / 5.51
- total energy (eV) = -172986.5954
- energy above the lowest of the compared OMol25 structures with the same formula, charge and spin (kcal per mole) = 0.00
- net charge = -2

=====

> The lowest net charge belongs to which entry?

C22H41GeN2O11PS3V

=====

Copy entry 2 word for word.
The following is a quantum chemistry calculation of a molecular structure, C22H41GeN2O11PS3V at a distorted geometry, from the OMol25 dataset.

CARTESIAN COORDINATES (ANGSTROEM)
V  0.13  -0.39  0.13
C  1.81  -1.93  5.68
C  0.35  -1.67  5.31
N  0.12  -0.30  4.88
C  -0.21  0.66  5.91
C  -1.72  0.85  6.07
C  0.22  0.07  3.57
S  0.80  -1.07  2.46
N  -0.09  1.37  3.37
C  -0.31  1.83  2.15
O  -0.39  1.19  1.08
C  -0.68  3.26  2.04
C  -0.31  4.18  3.03
C  -0.65  5.52  2.88
C  -1.36  5.94  1.77
C  -1.75  5.02  0.80
C  -1.41  3.68  0.93
H  1.93  -2.96  6.03
H  2.14  -1.26  6.47
H  2.44  -1.79  4.80
H  -0.30  -1.86  6.16
H  0.05  -2.34  4.50
H  0.26  1.61  5.67
H  0.22  0.29  6.85
H  -2.14  1.21  5.14
H  -1.94  1.57  6.87
H  -2.21  -0.10  6.32
H  0.24  3.82  3.89
H  -0.35  6.23  3.64
H  -1.63  6.98  1.66
H  -2.32  5.34  -0.06
H  -1.72  2.94  0.21
O  -3.20  -1.28  -1.51
S  -2.79  -0.45  -0.34
O  -3.93  -0.27  0.53
O  -2.17  0.80  -0.79
O  -1.69  -1.23  0.40
C  -1.73  1.26  -3.90
Ge  0.21  1.45  -3.72
C  0.62  3.21  -4.59
C  1.20  0.18  -4.85
C  0.83  1.71  -1.87
H  -1.97  0.90  -4.90
H  -2.20  2.24  -3.77
H  -2.12  0.59  -3.14
H  0.31  3.20  -5.64
H  1.69  3.43  -4.55
H  0.09  4.03  -4.09
H  0.63  -0.01  -5.77
H  1.37  -0.75  -4.32
H  2.16  0.61  -5.12
H  -0.05  1.97  -1.28
H  1.50  2.58  -1.87
C  -1.68  -3.53  -1.51
P  -1.12  -2.27  -2.69
C  -2.30  -2.16  -4.08
C  0.19  -3.27  -3.57
O  -0.41  -1.04  -2.25
H  -1.91  -4.43  -2.08
H  -2.55  -3.20  -0.94
H  -0.87  -3.73  -0.81
H  -2.44  -3.17  -4.48
H  -1.82  -1.55  -4.85
H  -3.25  -1.72  -3.79
H  -0.04  -4.34  -3.63
H  1.12  -3.13  -3.03
H  0.32  -2.90  -4.59
C  2.56  -4.13  -1.18
S  1.87  -3.35  0.27
O  0.99  -4.34  0.85
O  3.02  -2.97  1.07
O  1.14  -2.19  -0.32
H  3.28  -4.87  -0.83
H  3.06  -3.38  -1.78
H  1.76  -4.61  -1.75
C  3.57  -0.62  -1.56
O  2.37  -0.10  -2.10
C  1.56  0.58  -1.19
O  1.95  0.64  0.02
H  4.05  -1.18  -2.37
H  3.39  -1.28  -0.71
H  4.24  0.18  -1.23

## Properties
- spin multiplicity = 2
- gap between HOMO and LUMO (alpha / beta) (eV) = 6.83 / 5.51
- total energy (eV) = -172986.5954
- energy above the lowest of the compared OMol25 structures with the same formula, charge and spin (kcal per mole) = 0.00
- net charge = -2

=====

What did the first record say?
The following is a quantum chemistry calculation of 3 unconnected molecules or ions with the total composition C22H41ClNO7S2 at a distorted geometry, from the OMol25 dataset.

CARTESIAN COORDINATES (ANGSTROEM)
C  2.65  0.08  0.89
C  1.77  0.30  -0.37
O  0.38  0.42  -0.09
C  -0.04  1.78  0.03
C  -1.18  1.96  1.05
C  -1.24  3.50  1.34
C  -0.04  4.05  2.10
O  0.84  4.52  1.54
Cl  0.06  4.02  3.89
C  -2.53  1.55  0.40
C  -3.67  1.15  1.36
C  -4.40  2.35  2.01
C  -4.74  0.44  0.49
N  -3.28  0.22  2.47
O  -3.98  -0.85  2.54
C  -1.83  -0.08  2.53
C  -1.56  -0.60  3.98
C  -1.43  -1.27  1.61
C  -0.93  1.15  2.37
H  3.53  0.75  0.93
H  3.04  -0.94  0.97
H  2.08  0.27  1.81
H  1.88  -0.60  -0.98
H  2.14  1.12  -1.01
H  -0.39  2.12  -0.96
H  0.85  2.38  0.28
H  -2.20  3.78  1.78
H  -1.21  3.99  0.35
H  -2.90  2.44  -0.15
H  -2.40  0.77  -0.37
H  -5.31  2.00  2.50
H  -4.60  3.14  1.29
H  -3.79  2.78  2.82
H  -5.68  0.28  1.02
H  -4.34  -0.47  0.04
H  -4.93  1.12  -0.36
H  -0.54  -1.02  3.96
H  -2.23  -1.42  4.25
H  -1.55  0.22  4.70
H  -1.90  -2.20  1.95
H  -0.34  -1.33  1.58
H  -1.83  -1.07  0.61
H  0.13  0.91  2.48
H  -1.18  1.83  3.20
C  2.12  1.94  -6.02
C  0.69  2.41  -5.77
C  0.26  1.89  -4.39
S  1.77  1.74  -3.43
O  1.99  0.35  -3.15
O  1.78  2.75  -2.40
C  2.89  2.24  -4.73
H  2.57  2.44  -6.88
H  2.13  0.86  -6.21
H  0.66  3.51  -5.78
H  0.01  2.06  -6.55
H  -0.42  2.58  -3.89
H  -0.19  0.91  -4.46
H  3.82  1.69  -4.64
H  3.07  3.31  -4.62
C  2.77  -5.73  -0.38
C  1.96  -6.31  0.77
C  2.17  -5.40  1.99
S  2.52  -3.77  1.34
O  3.87  -3.41  1.68
O  1.41  -2.90  1.62
C  2.47  -4.23  -0.39
H  2.51  -6.19  -1.34
H  3.84  -5.89  -0.21
H  0.90  -6.33  0.50
H  2.25  -7.34  1.00
H  1.28  -5.36  2.62
H  3.03  -5.72  2.58
H  3.20  -3.64  -0.94
H  1.47  -4.03  -0.76

## Properties
- spin multiplicity = 2
- gap between HOMO and LUMO (alpha / beta) (eV) = 8.49 / 9.51
- total energy (eV) = -73491.2337
- net charge = 0